No. 1
16
Properties=species:S:1:pos:R:3:lowdin_charge:R:1 method="wB97M-V/def2-TZVPD" charge=+1 e_above_lowest_ev=0.991 energy_ev=-16153.3883 homo_ev=-13.95
C -0.357 -0.087 -0.321 -0.530
C 0.854 1.443 -0.798 -0.129
C 0.414 0.916 0.600 -0.148
N 0.072 0.315 -1.478 0.161
N 1.497 0.424 1.553 0.249
O -1.059 -1.020 0.102 -0.189
Si -2.074 -2.014 -0.794 0.704
H 0.641 2.423 -1.196 0.104
H 2.021 1.394 -1.057 0.153
H -0.208 1.764 1.102 0.190
H 1.670 -0.541 1.361 0.160
H 1.249 0.531 2.580 0.211
H 2.278 0.974 1.245 0.153
H -2.224 -3.187 0.213 -0.022
H -3.150 -0.848 -1.042 0.005
H -1.622 -2.489 -2.071 -0.071

---

No. 2
15
Properties=species:S:1:pos:R:3:lowdin_charge:R:1 method="wB97M-V/def2-TZVPD" e_above_lowest_ev=1.344 energy_ev=-15524.0583 homo_ev=-8.82
C 1.225 -0.117 0.920 -0.398
C 0.880 0.454 -0.397 -0.152
C -1.635 0.710 -1.007 -0.245
N 0.060 -0.634 1.463 -0.305
N -0.572 -0.278 -0.961 -0.382
P -0.730 -1.620 0.233 0.871
H 2.050 -0.866 0.728 0.114
H 1.542 0.714 1.504 0.104
H 0.719 1.506 -0.517 0.080
H 1.622 0.279 -1.161 0.087
H -1.460 1.661 -0.298 0.098
H -1.619 1.212 -2.008 0.072
H -2.591 0.305 -0.646 0.050
H -0.071 -1.151 2.328 0.059
H 0.581 -2.174 -0.182 -0.052

---

No. 3
15
Properties=species:S:1:pos:R:3:lowdin_charge:R:1 method="wB97M-V/def2-TZVPD" charge=-1 e_above_lowest_ev=0.481 energy_ev=-17073.0451 homo_ev=-2.40
C -1.030 0.136 -0.470 -0.385
C -1.082 -0.436 -1.868 -0.742
S 0.287 0.172 -2.965 0.044
N 0.187 -0.278 0.180 -0.110
C 0.684 0.578 1.204 -0.365
N 1.528 -0.093 2.189 -0.018
H -1.888 -0.179 0.140 0.096
H -1.091 1.213 -0.561 0.085
H -0.973 -1.520 -1.855 0.023
H -1.996 -0.209 -2.405 0.016
H 0.888 -0.541 -0.504 0.049
H 1.259 1.442 0.835 0.110
H -0.180 0.997 1.725 0.104
H 2.417 -0.398 1.828 0.045
H 0.990 -0.882 2.525 0.049

---

No. 4
15
Properties=species:S:1:pos:R:3:lowdin_charge:R:1 method="wB97M-V/def2-TZVPD" charge=+1 e_above_lowest_ev=4.984 energy_ev=-17061.1831 homo_ev=-12.13
C 1.419 1.311 -0.781 -0.374
C -0.746 -0.870 -0.076 -0.159
C 0.362 -0.372 0.820 -0.147
N 1.416 -1.115 1.153 0.131
N -1.627 0.332 -0.464 -0.024
S 0.278 2.212 -1.539 0.807
H 2.285 1.892 -0.718 -0.063
H -1.372 -1.454 0.647 0.145
H -0.486 -1.317 -1.091 0.159
H -0.059 0.366 1.502 0.143
H 1.621 -2.011 0.607 0.174
H 2.074 -1.069 1.940 0.148
H -2.181 0.000 -1.303 0.149
H -0.715 1.457 -0.830 -0.131
H -2.268 0.638 0.134 0.042

---

No. 5
16
Properties=species:S:1:pos:R:3:lowdin_charge:R:1 method="wB97M-V/def2-TZVPD" charge=+1 e_above_lowest_ev=2.803 energy_ev=-27898.0804 homo_ev=-12.10
C 2.965 -0.306 -0.181 -0.873
C -2.388 0.612 -0.023 -0.301
C -0.965 0.401 0.367 -0.237
N -0.327 -0.715 0.369 0.074
N -2.959 -0.657 -0.225 -0.031
S 3.367 1.383 -0.277 0.900
S 3.998 -1.486 0.298 0.954
H -2.443 1.240 -0.928 0.126
H -2.805 1.333 0.764 0.140
H -0.313 1.170 0.674 0.069
H -0.878 -1.362 -0.154 0.021
H 2.054 -0.686 -0.598 0.009
H -3.229 -0.796 -1.187 0.081
H 2.204 2.007 -0.468 -0.089
H -3.365 -1.264 0.583 0.155
H 5.086 -0.876 0.985 0.002

---

No. 6
15
Properties=species:S:1:pos:R:3:lowdin_charge:R:1 method="wB97M-V/def2-TZVPD" e_above_lowest_ev=2.308 energy_ev=-7725.2664 homo_ev=-8.77
C 2.337 0.763 -0.247 -0.118
C 1.234 -0.100 0.435 -0.298
C -2.362 -0.689 -0.021 -0.321
H 2.526 0.487 -1.363 0.099
H 2.114 1.831 -0.228 0.052
H 3.315 0.592 0.299 0.076
H 1.140 0.254 1.534 0.122
H 1.465 -1.156 0.502 0.097
H -0.264 0.937 -0.608 0.126
H -0.953 -0.407 1.322 0.094
H -3.151 -0.918 0.839 0.145
H -3.760 -0.399 -1.199 0.057
N 0.021 -0.058 -0.421 -0.091
N -0.961 -0.734 0.352 -0.093
N -2.704 -0.402 -1.196 0.053